Computed, not measured: a 5-piece molecular cluster, C43H92NO2 overall at a distorted geometry, with ωB97M-V/def2-TZVPD.

The calculation puts the molecular weight at 655.2 g mol⁻¹. The value obtained for the total energy is -51657.0529 eV. As for the spin multiplicity: 1. As for the HOMO-LUMO gap: 3.42 eV. As for the net charge: -1.

Geometry as XYZ:
```
138
Properties=species:S:1:pos:R:3:forces:R:3:mulliken_charge:R:1
C 2.91507 -0.10047 1.67986 0.29 -0.61 -0.63 -0.7833
C 3.20398 -0.44278 0.08042 4.77 2.01 -3.58 0.5905
O 4.36202 -0.04689 -0.51033 -7.48 -2.95 4.19 -0.4848
O 2.24798 -1.16758 -0.77278 1.24 2.71 2.40 -0.3009
C 0.87464 -0.65424 -0.63279 -2.13 -0.61 0.73 -0.1334
C 0.01267 -0.86838 -2.02281 0.52 -0.44 -0.12 -0.3815
C 0.86664 -0.48673 -3.39511 -0.86 -0.46 -0.33 -0.8304
C 0.71943 1.11812 -3.76384 0.26 -0.14 -0.12 0.7848
C 2.19326 1.83362 -4.09005 0.41 -1.54 0.06 -1.0595
C 2.87286 2.55537 -2.78656 -0.35 0.05 -0.05 0.6058
C 2.29109 4.07797 -2.47154 -0.40 -1.80 0.88 -1.4393
N 1.42138 4.59517 -3.59505 0.04 -0.18 0.76 -0.3753
C 1.40377 3.85705 -1.07075 1.92 0.86 -0.50 0.9339
C 0.86803 5.29824 -0.53845 0.29 0.07 1.08 -0.9726
C -0.74515 5.49023 -0.42164 -0.67 1.61 -0.44 0.5844
C -1.05273 7.07563 -0.85900 0.25 -0.63 -1.19 -1.2861
C -1.66226 4.56887 -1.41045 -1.25 -0.25 0.74 -0.6748
C -2.14593 3.13155 -0.70433 0.26 -0.94 -0.88 -0.1686
C -2.72092 2.20996 -1.95517 -2.84 -1.68 0.85 -0.1492
C -4.01994 1.47655 -1.87497 2.91 1.55 -0.46 0.1517
C -4.45175 0.62017 -0.53689 0.44 1.10 -0.79 -0.6219
C -5.02097 1.60893 -3.18573 1.13 -0.47 0.60 -0.6695
H 1.77818 -0.02726 1.94897 2.23 -0.08 -0.73 0.3608
H 3.36819 -1.01193 2.28075 -0.85 1.88 -1.22 0.1943
H 3.49817 0.88746 1.95639 -1.27 -2.16 -0.76 0.2576
H 0.81709 0.44845 -0.23639 0.42 -1.98 -1.06 0.1314
H 0.34718 -1.34885 0.18081 0.97 1.57 -1.54 0.2593
H -0.97723 -0.22594 -1.98557 2.06 -1.12 0.08 -0.0289
H -0.34436 -2.00526 -2.03909 0.94 2.35 -0.06 0.3743
H 0.36047 -1.11886 -4.26870 1.05 1.32 1.79 0.2697
H 1.98703 -0.86041 -3.35144 -2.33 0.98 0.22 0.3268
H 0.18285 1.62520 -2.85375 1.15 -0.72 -1.74 -0.8961
H -0.00886 1.20815 -4.70040 1.51 -0.10 1.93 0.4346
H 2.91293 0.92738 -4.38308 -1.49 1.80 0.41 0.3863
H 2.11223 2.50477 -5.04612 0.12 -1.07 2.01 0.2764
H 4.05696 2.60095 -2.90285 -2.47 -0.34 0.07 0.3928
H 2.63967 1.84759 -1.85500 0.62 1.19 -1.86 -0.5801
H 0.54234 4.04952 -3.72277 0.72 0.14 -0.55 0.0555
H 1.94985 4.72711 -4.48572 -0.81 -0.39 1.29 0.3350
H 2.21153 3.47698 -0.27760 -1.76 0.65 -1.70 0.1129
H 0.61473 3.00170 -1.15429 0.71 1.41 0.21 -0.6298
H 1.35465 6.17402 -1.18736 -1.18 -2.19 1.14 0.3395
H 1.31313 5.46340 0.55704 -0.99 -0.28 -2.20 0.1966
H -1.15251 5.40921 0.69736 0.92 -0.23 -2.36 0.3004
H -0.43828 7.22961 -1.86909 -1.25 -0.12 2.21 0.3067
H -2.18811 7.23835 -1.16787 2.26 -0.23 1.03 0.3149
H -0.68888 7.84296 -0.05396 -0.74 -1.45 -1.53 0.3036
H -1.21370 4.35696 -2.46993 -0.50 0.47 2.21 -0.0568
H -2.68364 5.15912 -1.59411 2.14 -1.24 0.30 0.3932
H -3.02144 3.28230 0.06731 1.68 -0.13 -1.60 0.4366
H -1.26932 2.60637 -0.12201 -1.50 1.14 -1.23 0.0788
H -2.10308 2.15429 -2.96847 -1.76 0.97 2.01 0.1447
H -5.46246 0.08583 -0.78972 1.85 1.07 0.86 -0.0103
H -3.61683 -0.17737 -0.27273 -1.78 1.67 -0.75 0.2165
H -4.50014 1.36648 0.36386 -0.30 -1.55 -1.48 0.1956
H -5.14524 2.77965 -3.36908 0.04 -2.82 0.22 0.2516
H -4.49277 1.08821 -4.09258 -1.06 1.17 1.46 0.3347
H -6.04171 1.06317 -3.01012 1.87 1.17 -0.26 -0.0619
C 8.08412 -3.24623 4.57977 0.03 -0.21 0.00 -1.2080
C 8.77652 -2.53225 3.42896 0.06 0.16 0.05 0.2632
C 8.12924 -1.19256 3.07283 0.00 0.06 -0.14 -1.1112
C 6.67726 -1.27562 2.58396 -0.03 -0.05 0.05 -0.5483
C 6.45072 -2.16275 1.35638 -0.11 0.16 0.06 -0.1680
C 7.18641 -1.67392 0.11869 0.02 -0.03 -0.18 -1.3295
H 7.04911 -3.49978 4.33370 0.08 0.03 0.05 0.2834
H 8.60730 -4.17900 4.81330 -0.09 0.05 0.06 0.3235
H 8.08348 -2.62371 5.47994 -0.05 -0.05 -0.06 0.3182
H 8.80680 -3.18949 2.55335 -0.01 0.08 0.01 -0.1821
H 9.82050 -2.34907 3.71110 -0.06 -0.03 -0.08 0.4003
H 8.74171 -0.69795 2.31065 -0.08 -0.02 0.04 0.3785
H 8.15894 -0.53795 3.95300 0.02 -0.06 -0.04 0.3960
H 6.33138 -0.25951 2.35649 0.02 -0.11 -0.04 0.3421
H 6.03815 -1.63406 3.39841 0.04 0.02 0.03 0.3262
H 5.37578 -2.18167 1.13774 0.14 -0.01 0.02 0.1369
H 6.73801 -3.19687 1.57239 0.00 0.00 0.07 0.3215
H 6.87901 -0.65638 -0.14155 0.00 -0.15 0.02 0.2475
H 6.96166 -2.32388 -0.73294 0.04 0.15 0.04 0.3731
H 8.26977 -1.68083 0.26347 0.00 -0.02 0.00 0.3918
C 10.32511 -6.04762 1.97967 -0.20 0.05 0.04 -1.1075
C 11.38131 -5.24510 2.72394 0.12 0.04 -0.12 0.0673
C 12.73589 -5.95234 2.79792 0.08 0.03 0.11 -0.9267
C 12.73852 -7.28560 3.55723 -0.10 -0.03 -0.07 -0.7335
C 12.25091 -7.21290 5.00714 0.10 -0.16 -0.10 -0.2927
C 13.12052 -6.33099 5.88924 -0.09 0.07 0.19 -1.1866
H 10.11108 -6.99605 2.48044 0.00 0.05 -0.07 0.2767
H 9.38953 -5.48165 1.92791 0.07 -0.13 -0.05 0.2705
H 10.64854 -6.26170 0.95624 -0.04 -0.03 0.08 0.3109
H 11.01875 -5.00266 3.72861 0.05 0.00 -0.03 0.0030
H 11.51787 -4.28700 2.20776 -0.01 -0.07 0.12 0.3895
H 13.46300 -5.27206 3.25531 -0.02 -0.06 -0.03 0.3395
H 13.09725 -6.13647 1.77830 -0.05 0.03 0.08 0.3854
H 13.75961 -7.68696 3.54568 -0.07 0.02 0.03 0.3952
H 12.12433 -8.01430 3.01683 0.04 0.06 0.01 0.3107
H 12.25048 -8.22833 5.42255 -0.06 0.10 -0.07 0.3540
H 11.21348 -6.86529 5.04578 0.04 -0.02 -0.05 0.2091
H 14.15451 -6.68922 5.90071 -0.06 0.07 -0.02 0.2957
H 12.74633 -6.34342 6.91786 0.11 0.06 -0.08 0.3712
H 13.11884 -5.29229 5.54897 0.04 -0.06 0.03 0.2787
C -7.66128 -2.95001 -2.24918 0.03 -0.20 -0.04 -1.1062
C -8.07813 -2.02029 -3.37851 0.10 0.15 0.00 -0.5906
C -8.70566 -0.71507 -2.88539 -0.10 0.06 -0.09 0.3309
C -10.00838 -0.87354 -2.09043 0.06 -0.09 0.05 -0.2040
C -11.13755 -1.60226 -2.82475 0.00 0.11 0.19 -0.6393
C -11.60370 -0.87828 -4.07799 -0.12 -0.12 -0.15 -1.2026
H -8.51935 -3.26855 -1.65057 0.08 0.02 0.00 0.2858
H -7.18944 -3.84964 -2.65704 -0.02 0.08 0.13 0.3979
H -6.94038 -2.45974 -1.58753 -0.08 -0.05 -0.01 0.1885
H -8.76276 -2.54522 -4.05327 0.00 0.07 0.02 0.2947
H -7.18960 -1.77516 -3.97305 -0.13 0.00 0.02 0.3961
H -8.88306 -0.06267 -3.74769 0.01 -0.01 0.07 0.4198
H -7.97953 -0.18742 -2.25417 -0.04 -0.04 -0.04 -0.4879
H -10.35933 0.12493 -1.80104 0.01 -0.14 -0.06 -0.1699
H -9.80166 -1.40151 -1.15300 0.01 0.05 -0.04 0.4426
H -11.98963 -1.69724 -2.14021 0.11 -0.04 -0.05 0.3809
H -10.83343 -2.62270 -3.07931 0.02 0.04 0.04 0.2943
H -11.95542 0.12989 -3.83821 0.06 -0.05 -0.05 0.2842
H -12.43148 -1.42453 -4.54126 0.07 0.13 -0.02 0.3900
H -10.80435 -0.79782 -4.81910 -0.07 0.04 0.04 0.2897
C -11.20428 4.13996 3.14323 -0.08 -0.13 0.16 -1.1946
C -9.71144 4.11544 2.85278 0.07 0.15 -0.03 -0.3466
C -9.36268 4.59770 1.44340 0.14 -0.04 -0.07 -0.7953
C -9.93537 3.74973 0.30010 -0.11 0.00 0.06 -0.9881
C -9.53857 2.27074 0.32124 -0.08 0.14 -0.16 0.4537
C -8.04128 2.04897 0.17632 0.05 -0.19 0.04 -1.1173
H -11.75596 3.46761 2.48015 0.01 0.08 0.05 0.2845
H -11.39277 3.81856 4.17255 -0.07 0.05 -0.11 0.3725
H -11.60722 5.15062 3.02479 -0.01 -0.09 -0.02 0.2901
H -9.32045 3.10638 3.02164 0.01 0.06 -0.05 0.2484
H -9.20552 4.76548 3.57703 0.00 -0.10 -0.09 0.3968
H -8.27214 4.64680 1.34859 -0.09 0.00 -0.02 0.3021
H -9.72127 5.62751 1.32085 0.03 -0.08 0.04 0.4034
H -9.61233 4.19050 -0.65133 -0.01 -0.06 0.08 0.3861
H -11.02868 3.81961 0.30646 0.05 0.03 0.01 0.3565
H -10.04744 1.76489 -0.50872 0.01 0.09 0.17 -0.4294
H -9.89591 1.79098 1.23815 -0.03 0.04 -0.02 0.3449
H -7.67127 2.48214 -0.75805 0.03 -0.01 0.09 0.3073
H -7.81994 0.97702 0.16371 0.08 0.12 -0.01 0.3167
H -7.48496 2.49205 1.00631 0.01 -0.03 -0.09 0.4110
```
Forces are in eV/Å.

---

Computed, not measured: an isolated ion of composition C5H13N2 and charge +1 at a distorted geometry, with ωB97M-V/def2-TZVPD.

The value obtained for the energy above the lowest of the compared OMol25 structures with the same formula, charge and spin is 3.918 eV. The calculation puts the molecular weight at 101.2 g mol⁻¹. The value obtained for the total energy is -8366.8923 eV. As for the spin multiplicity: 1. As for the HOMO-LUMO gap: 10.80 eV. The SMILES is C[NH2+][C@H]1NC1(C)C. As for the net charge: +1.

Geometry as XYZ:
```
20
Properties=species:S:1:pos:R:3:forces:R:3:nbo_charge:R:1
C 1.23869 -2.38101 0.55267 1.54 1.05 -0.61 -0.4167
N 0.78046 -0.95831 0.96892 1.40 0.85 1.71 -0.5504
C -0.43206 -0.35458 0.28822 -1.74 -2.45 1.93 0.0475
N -1.15295 0.66151 1.05072 5.53 0.15 -1.24 -0.5907
C -0.62254 0.95517 -0.27585 1.92 0.91 -0.33 0.1244
C 0.61278 1.93511 -0.16836 -2.00 -2.10 0.48 -0.6263
C -1.36210 0.96866 -1.58819 -0.01 1.16 -1.15 -0.6518
H 2.16529 -2.26201 -0.14020 -1.93 -0.31 1.07 0.2460
H 1.54389 -2.95007 1.43573 -0.04 0.42 -0.06 0.2465
H 0.41606 -2.90008 0.09412 -0.21 -0.03 -0.41 0.2356
H 1.65507 -0.33160 0.83555 -1.94 -0.95 0.78 0.4556
H 0.45059 -0.96467 2.00435 1.26 0.18 -1.93 0.4654
H -1.01837 -1.24961 0.07071 -0.10 0.47 -0.86 0.2093
H -2.06787 0.64082 1.20995 -4.83 -0.89 0.44 0.3830
H 0.21797 2.65303 -0.91856 1.59 0.57 1.00 0.2542
H 1.44662 1.28244 -0.50616 0.05 1.24 -0.17 0.1904
H 0.67503 2.13653 0.96607 0.17 0.55 -2.21 0.2527
H -1.62605 2.00868 -1.88732 -0.38 -0.54 0.65 0.2398
H -2.28168 0.34304 -1.53263 0.80 0.31 -0.52 0.2369
H -0.63882 0.76696 -2.45972 -1.08 -0.59 1.43 0.2487
```
Forces are in eV/Å.